{"formula": "C30H26BrGeN9O5PbS", "method": "wB97M-V/def2-TZVPD", "e_homo_ev": -13.0, "homo_lumo_gap_ha": 0.2465, "charge": 2, "e_tot_ev": -197806.8189, "elements": ["Pb", "Br", "C", "C", "C", "C", "C", "C", "N", "C", "C", "C", "C", "C", "C", "N", "H", "H", "H", "H", "H", "H", "H", "H", "H", "O", "S", "O", "O", "O", "N", "C", "N", "N", "C", "N", "H", "H", "H", "H", "Ge", "C", "C", "C", "C", "C", "C", "C", "C", "C", "C", "C", "C", "H", "H", "H", "H", "H", "H", "H", "H", "H", "H", "H", "N", "C", "O", "C", "C", "N", "C", "N", "H", "H"], "xyz": [[-1.200, 0.225, 2.212], [5.924, -3.551, 2.259], [4.484, -2.422, 2.691], [3.230, -2.603, 2.029], [2.194, -1.719, 2.251], [2.379, -0.615, 3.117], [3.603, -0.498, 3.803], [4.646, -1.355, 3.610], [1.366, 0.297, 3.267], [1.537, 1.465, 3.810], [0.443, 2.270, 4.367], [0.676, 3.215, 5.431], [-0.365, 3.896, 6.007], [-1.654, 3.767, 5.398], [-1.777, 2.869, 4.369], [-0.794, 2.103, 3.879], [3.114, -3.471, 1.394], [1.178, -1.940, 1.876], [3.679, 0.346, 4.511], [5.589, -1.287, 4.121], [2.523, 1.902, 3.958], [1.690, 3.404, 5.775], [-0.223, 4.512, 6.855], [-2.522, 4.301, 5.784], [-2.713, 2.772, 3.847], [-2.274, -3.115, -1.805], [-1.582, -2.139, -1.000], [-2.735, -1.118, -0.250], [-0.679, -2.607, 0.038], [-0.897, -1.033, -1.843], [-2.556, 3.668, -3.219], [-2.460, 2.769, -2.249], [-3.235, 1.696, -2.295], [-1.559, 3.068, -1.297], [-1.312, 2.420, -0.230], [-0.858, 1.976, 0.764], [-3.215, 3.484, -3.952], [-1.943, 4.500, -3.113], [-3.875, 1.532, -3.086], [-3.072, 0.888, -1.699], [0.978, -0.658, -1.741], [0.942, 0.725, -3.114], [1.201, 2.085, -2.924], [1.637, 2.942, -3.987], [1.620, 2.498, -5.281], [1.121, 1.220, -5.513], [0.846, 0.323, -4.454], [1.688, -2.430, -2.197], [1.060, -3.261, -3.138], [1.555, -4.503, -3.489], [2.746, -4.984, -2.869], [3.360, -4.203, -1.918], [2.869, -2.939, -1.615], [1.577, -0.337, -0.400], [1.186, 2.535, -1.928], [2.011, 3.923, -3.744], [1.914, 3.138, -6.109], [1.144, 0.821, -6.520], [0.642, -0.719, -4.713], [0.085, -2.958, -3.603], [1.043, -5.042, -4.257], [3.063, -5.975, -3.136], [4.209, -4.613, -1.387], [3.414, -2.340, -0.898], [-5.526, 0.412, 0.523], [-4.426, -0.101, 1.101], [-3.791, 0.459, 2.027], [-3.903, -1.435, 0.543], [-3.547, -2.275, 1.673], [-3.020, -2.901, 2.506], [-4.911, -2.080, -0.326], [-5.752, -2.356, -1.093], [-5.835, 1.337, 0.763], [-5.954, -0.179, -0.168]], "mulliken_charge": [1.314, -0.125, -0.024, -0.772, 0.117, 0.200, -0.352, -0.901, -0.011, -0.314, 0.580, -0.831, -0.351, -0.774, -0.150, -0.082, 0.663, 0.307, 0.356, 0.456, 0.535, 0.407, 0.501, 0.401, 0.479, -0.588, 0.942, -0.216, -0.533, -0.334, -0.375, 0.820, -0.286, -0.613, 0.741, -0.602, 0.203, 0.281, 0.243, -0.075, 1.615, -0.030, 0.124, -0.744, -0.391, -0.768, -0.183, 0.261, -0.009, -0.814, -0.536, -0.596, -0.660, -0.412, 0.299, 0.422, 0.419, 0.371, 0.250, 0.228, 0.446, 0.412, 0.431, 0.544, -0.194, 0.168, -0.608, 1.893, -0.275, -0.442, -0.488, -0.419, 0.305, 0.149]}